ORCA calculation (the ωB97M-V functional and the def2-TZVPD basis) on a 2-piece molecular cluster, C15H9ClF3N2O7S3 overall in a non-equilibrium geometry.

Results
- LUMO: 0.87 eV
- E: -3167.5183 a.u.
- HOMO: -5.94 eV
- Frontier orbital gap: 6.81 eV
- Largest force on an atom: 0.066 Eh/bohr

```
! wB97M-V def2-TZVPD RIJCOSX def2/J DEFGRID3
* xyz -1 1
O 1.359 -3.352 5.217
N 1.140 -3.102 4.009
O 1.672 -3.752 3.080
C 0.265 -2.023 3.686
C 0.026 -1.683 2.343
C -0.716 -0.540 2.053
C -1.136 0.308 3.072
S -2.000 1.834 2.666
C -0.771 2.932 1.769
Cl -1.531 4.529 1.578
O -3.060 1.513 1.750
O -2.245 2.504 3.920
C -0.957 -0.060 4.416
C -0.253 -1.221 4.723
H 0.430 -2.298 1.546
H -0.976 -0.306 1.025
H 0.050 2.909 2.504
H -1.371 0.556 5.208
H -0.070 -1.509 5.756
F 1.624 3.792 0.732
C 1.394 2.520 0.276
F 2.048 2.378 -0.884
F 1.910 1.643 1.188
S -0.408 2.269 0.198
N 0.096 0.888 -1.742
C 0.253 1.418 -3.004
O 0.307 2.608 -3.284
C 0.355 0.258 -3.954
C 0.001 -0.921 -3.337
C -0.015 -2.154 -3.984
C 0.386 -2.188 -5.327
C 0.789 -1.001 -5.973
C 0.767 0.224 -5.297
S -0.367 -0.657 -1.631
O 0.538 -1.438 -0.816
O -1.790 -0.805 -1.413
H -0.330 -3.033 -3.425
H 0.387 -3.139 -5.862
H 1.116 -1.052 -7.014
H 1.083 1.151 -5.770
*
```

Here are the Mulliken charges for atoms 1 to 4, given in e: -0.609, 0.950, -0.574, -0.092

=====

ORCA calculation (the ωB97M-V functional and the def2-TZVPD basis) on one molecule with the formula C15H9N5 in a non-equilibrium geometry.

Results
- LUMO: -1.02 eV
- E: -850.6446 a.u.
- Energy relative to the best compared isomer or geometry (same formula, charge and spin): 1.623 eV
- HOMO: -8.44 eV
- Frontier orbital gap: 7.42 eV
- Largest force on an atom: 0.133 Eh/bohr

```
! wB97M-V def2-TZVPD RIJCOSX def2/J DEFGRID3
* xyz 0 1
H 0.727 -1.507 -3.367
N 0.047 -2.239 -3.178
C -0.288 -2.592 -1.909
C -0.107 -1.599 -0.861
C 0.171 -2.059 0.482
N 0.595 -2.418 1.530
C -0.267 -0.274 -1.244
C 0.115 0.867 -0.435
C 0.639 1.987 -1.105
C 1.063 3.000 -0.270
C 0.786 2.996 1.113
N 1.333 3.758 2.038
C 0.821 3.493 3.306
C 0.119 2.324 3.129
C 0.128 1.931 1.705
C -0.262 0.814 0.946
C -1.196 -3.803 -1.805
C -2.425 -3.404 -1.245
N -3.329 -2.742 -0.860
C -0.651 -4.983 -1.064
N -0.019 -5.694 -0.388
H -0.405 -0.054 -2.312
H 0.929 2.086 -2.108
H 1.506 3.832 -0.682
H 2.041 4.460 1.858
H 0.741 4.073 4.206
H -0.520 1.900 3.950
H -0.844 -0.017 1.393
H -1.449 -4.137 -2.823
*
```

Here are the Mulliken charges for atoms 1 to 4, given in e: 0.318, -0.799, 0.355, 0.667

=====

ORCA calculation (the ωB97M-V functional and the def2-TZVPD basis) on C16AlB4O32 as an isolated structure in a non-equilibrium geometry.

Results
- LUMO: -6.53 eV
- E: -3359.8050 a.u.
- Energy relative to the best compared isomer or geometry (same formula, charge and spin): 4.750 eV
- HOMO: -7.97 eV
- Frontier orbital gap: 1.44 eV
- Largest force on an atom: 0.132 Eh/bohr

```
! wB97M-V def2-TZVPD RIJCOSX def2/J DEFGRID3
* xyz -1 1
Al 0.247 7.036 -0.404
O -2.464 2.070 1.015
C -2.615 0.866 1.206
O -2.075 -0.047 0.471
B -2.514 -1.379 1.013
O -3.589 -1.134 1.956
C -3.631 0.170 2.217
O -4.354 0.761 3.004
O -1.364 -2.073 1.697
C -1.095 -3.244 1.047
O -0.184 -4.048 1.234
C -2.173 -3.429 -0.029
O -2.859 -2.335 -0.021
O -2.192 -4.437 -0.775
O -3.263 3.805 -3.964
C -3.805 2.956 -4.623
O -3.778 1.672 -4.322
B -4.721 1.008 -5.183
O -5.137 1.964 -6.228
C -4.566 3.116 -5.978
O -4.612 4.097 -6.704
O -4.057 -0.177 -5.773
C -4.798 -1.288 -5.432
O -4.523 -2.450 -5.669
C -5.983 -0.733 -4.639
O -5.931 0.555 -4.512
O -6.786 -1.569 -4.146
O 2.479 2.028 -2.272
C 3.295 1.185 -1.940
O 3.396 -0.070 -2.392
B 4.530 -0.680 -1.629
O 5.112 0.490 -0.916
C 4.340 1.505 -0.929
O 4.241 2.556 -0.330
O 5.551 -1.348 -2.476
C 5.895 -2.546 -1.989
O 6.761 -3.334 -2.291
C 5.006 -2.767 -0.784
O 4.182 -1.754 -0.679
O 5.105 -3.674 0.042
O 2.576 3.682 6.996
C 2.439 2.628 6.333
O 2.690 1.369 6.702
B 2.476 0.508 5.525
O 1.909 1.424 4.531
C 1.908 2.580 4.964
O 1.617 3.543 4.248
O 1.548 -0.595 5.964
C 2.179 -1.751 5.736
O 1.847 -2.878 5.903
C 3.600 -1.417 5.194
O 3.695 -0.148 5.089
O 4.443 -2.266 4.943
*
```

Here are the Mulliken charges for atoms 1 to 4, given in e: 1.001, -0.614, 0.722, -0.354

=====

ORCA calculation (the ωB97M-V functional and the def2-TZVPD basis) on C16Cl44FNO3S as an isolated structure in a non-equilibrium geometry.

Results
- LUMO: -2.24 eV
- E: -21636.2289 a.u.
- HOMO: -10.44 eV
- Frontier orbital gap: 8.20 eV
- Largest force on an atom: 0.189 Eh/bohr

```
! wB97M-V def2-TZVPD RIJCOSX def2/J DEFGRID3
* xyz 0 1
O 1.435 -0.823 -1.985
C 0.450 0.066 -2.159
O 0.449 1.322 -1.382
C -0.778 2.036 -1.797
O -1.283 3.210 -1.390
C -1.585 1.101 -2.903
N -2.943 1.445 -3.550
C -3.843 0.737 -2.744
S -4.837 -0.333 -1.829
C -0.836 -0.158 -3.163
F -1.111 -1.333 -4.022
C 0.963 3.877 1.368
Cl 0.423 2.203 1.653
Cl 2.014 3.925 -0.069
Cl -0.455 4.922 1.103
Cl 1.871 4.457 2.788
C -0.837 -3.342 -0.863
Cl -1.377 -5.016 -0.578
Cl 0.214 -3.293 -2.301
Cl -2.255 -2.297 -1.128
Cl 0.071 -2.762 0.556
C -7.437 -3.285 -2.520
Cl -8.634 -2.395 -3.493
Cl -8.200 -4.734 -1.818
Cl -6.074 -3.775 -3.558
Cl -6.838 -2.236 -1.210
C 0.466 8.495 -0.179
Cl 1.064 6.878 -0.629
Cl 1.702 9.338 0.788
Cl 0.124 9.433 -1.654
Cl -1.028 8.329 0.779
C -7.934 -8.789 -0.073
Cl -9.091 -7.444 0.092
Cl -8.037 -9.840 1.363
Cl -8.328 -9.735 -1.530
Cl -6.282 -8.138 -0.215
C 0.309 6.454 5.912
Cl 0.101 6.768 4.171
Cl 2.045 6.300 6.285
Cl -0.381 7.806 6.846
Cl -0.529 4.943 6.348
C 3.009 -3.870 -5.575
Cl 1.988 -3.116 -4.325
Cl 3.361 -5.556 -5.117
Cl 2.151 -3.846 -7.137
Cl 4.536 -2.964 -5.722
C 5.409 10.986 -0.117
Cl 5.028 11.726 1.459
Cl 5.829 9.271 0.119
Cl 3.991 11.108 -1.189
Cl 6.788 11.839 -0.856
C 4.509 2.669 5.566
Cl 3.353 4.014 5.731
Cl 4.407 1.618 7.001
Cl 4.116 1.722 4.108
Cl 6.161 3.320 5.423
C 0.609 -6.080 2.946
Cl 1.891 -6.056 4.184
Cl -0.546 -4.760 3.262
Cl 1.336 -5.860 1.334
Cl -0.244 -7.643 3.005
C 3.909 -8.568 -1.082
Cl 4.508 -10.185 -1.532
Cl 5.145 -7.725 -0.114
Cl 3.568 -7.629 -2.557
Cl 2.416 -8.733 -0.124
*
```

Here are the Mulliken charges for atoms 1 to 4, given in e: -0.471, 0.595, -0.054, 0.551